Density functional theory data (ωB97M-V/def2-TZVPD) for an isolated molecule of C21H22ClN3O3.

Element x y z (Å)
1 Cl -0.58261 4.84207 -3.41346
2 O 0.48232 0.92316 -0.12500
3 O 1.51092 -2.32192 1.80594
4 O 0.30034 -0.53959 4.63415
5 N -0.46706 -0.24081 2.60654
6 N -0.41853 -0.67522 -1.30063
7 N -3.50225 -1.04392 -2.00071
8 C 2.90398 -0.80948 2.97063
9 C -1.85340 0.04141 2.99165
10 C 4.94707 0.62771 1.77645
11 C -2.69934 3.04441 -3.71117
12 C 4.30285 -0.31997 0.98920
13 C 3.30974 -1.07185 1.63563
14 C -2.39922 0.64633 -3.33743
15 C -0.84859 -0.68498 1.18421
16 C 3.57998 0.18033 3.71679
17 C 4.63300 0.85344 3.09941
18 C -2.33227 -0.43456 1.58642
19 C 2.65828 -2.20146 1.01793
20 C -0.47356 2.08364 -3.21009
21 C -3.16169 -0.71823 -3.35480
22 C 0.45509 -0.76776 3.48812
23 C -3.26133 1.80157 -3.59546
24 C 1.63499 -1.73235 3.16108
25 C -0.03413 -0.29579 -2.64637
26 C -0.33448 0.00895 -0.11922
27 C -0.99337 0.83790 -3.01108
28 C -1.24931 3.25730 -3.51293
29 H 0.99917 0.05282 -2.51713
30 H -3.29712 3.88875 -3.92285
31 H 5.15944 1.51868 3.74705
32 H -4.08845 -0.50434 -3.91939
33 H -2.01890 1.08216 3.29941
34 H -0.11890 -1.22988 -3.27032
35 H -2.98900 -1.31681 1.49096
36 H 3.21501 0.31825 4.72522
37 H -2.57581 -1.56324 -3.76375
38 H -0.77068 -1.84207 1.03341
39 H 5.81901 1.25046 1.47889
40 H -2.72829 0.34823 0.96935
41 H -4.29901 1.87462 -3.88663
42 H 2.40865 -1.87772 -0.02908
43 H 3.17410 -3.15550 0.96269
44 H -1.26166 -1.19988 -1.34673
45 H 4.42706 -0.43280 -0.04904
46 H -2.99879 -0.57470 -1.25257
47 H -2.12216 -0.68817 3.78989
48 H -4.48278 -1.27699 -1.91087
49 H 0.52649 2.37021 -2.92497
50 H 1.91520 -2.33244 3.97066

Results
E_tot	-1663.48183	Ha
gap between HOMO and LUMO	0.3366	Eh
SMILES	NCc1ccc(Cl)cc1CNC(=O)[C@@H]1CCN1C(=O)[C@H]1OCc2ccccc21
charge	0